{
  "formula": "C27H30Cl3N2PtS2SbSi2",
  "method": "ωB97M-V/def2-TZVPD",
  "e_homo_ha": -0.276,
  "lumo_energy_ha": -0.0506,
  "de_lowest_kj_mol": 184.5,
  "homo_lumo_gap_ha": 0.2257,
  "charge": 0,
  "symbols": ["Pt", "Sb", "Cl", "Cl", "Cl", "S", "S", "Si", "Si", "N", "N", "C", "C", "C", "C", "C", "C", "C", "C", "C", "C", "C", "C", "C", "C", "C", "C", "C", "C", "C", "C", "C", "C", "C", "C", "C", "C", "C", "H", "H", "H", "H", "H", "H", "H", "H", "H", "H", "H", "H", "H", "H", "H", "H", "H", "H", "H", "H", "H", "H", "H", "H", "H", "H", "H", "H", "H", "H"],
  "xyz": [[-0.0030, 0.1765, 1.8412], [-1.3167, -1.0402, -0.3597], [-1.0159, 0.6284, 5.3994], [2.0777, 1.3528, 4.5285], [1.0718, -1.7564, 4.5587], [-0.4615, -2.4127, 1.2635], [7.0912, 0.4766, -1.3875], [0.4736, 0.1417, 4.0549], [-0.6858, 2.4218, 1.6155], [7.0300, -1.7693, -0.0439], [2.4656, -0.0725, 1.2172], [1.3992, -0.9501, -1.5426], [-1.9931, -2.3190, -1.9154], [-1.9156, -3.1724, -4.1648], [-1.4598, -2.2802, -3.1991], [4.2886, -1.5082, 0.6519], [2.9973, -1.2884, 1.1076], [-4.2444, -0.2144, -0.7270], [5.0674, -0.4251, 0.2677], [0.2962, -0.1140, -1.3917], [0.6854, 3.6022, 1.0873], [-5.7776, 0.4563, 1.0006], [-3.5036, -0.1061, 1.5779], [-2.9766, -3.2554, -1.5930], [4.5272, 0.8412, 0.4201], [-1.3150, 3.1680, 3.2194], [0.3537, 1.2256, -1.7680], [2.5687, -0.4366, -2.0838], [2.6407, 0.9021, -2.4549], [-2.1187, 2.7520, 0.4219], [-3.4257, -4.1447, -2.5593], [-3.2524, -0.3590, 0.2372], [1.5341, 1.7273, -2.3097], [-2.8961, -4.1006, -3.8451], [-5.5105, 0.2050, -0.3391], [-4.7817, 0.2885, 1.9578], [3.2365, 0.9702, 0.9073], [6.4219, -0.6159, -0.3484], [1.5868, 2.7673, -2.6056], [-1.5008, -3.1432, -5.1654], [-6.2870, 0.3363, -1.0832], [-0.4990, 1.8761, -1.6527], [-2.1813, 2.1113, -0.4594], [6.6995, -2.3671, 0.6941], [-0.4772, 3.4111, 3.8852], [-4.1845, -4.8764, -2.3080], [1.3454, -1.9916, -1.2413], [3.4329, -1.0803, -2.1983], [1.4540, 3.6713, 1.8654], [-1.8639, 4.0987, 3.0131], [2.3563, -2.1183, 1.3853], [1.1647, 3.3224, 0.1427], [-3.0672, 2.6468, 0.9555], [-0.6915, -1.5589, -3.4524], [-3.3842, -3.2923, -0.5890], [-1.9846, 2.4876, 3.7499], [0.2473, 4.6006, 0.9595], [4.6413, -2.5283, 0.5554], [-2.0217, 3.7864, 0.0766], [2.7892, 1.9476, 1.0467], [-4.9978, 0.4626, 3.0056], [-2.7158, -0.2111, 2.3083], [3.5694, 1.3005, -2.8475], [-6.7660, 0.7842, 1.3031], [7.9446, -1.9319, -0.4295], [-3.2520, -4.7921, -4.5994], [-4.0396, -0.4277, -1.7699], [5.1096, 1.7129, 0.1522]],
  "atomic_forces_ev_per_a": [[0.73, -0.23, -0.30], [-1.10, -1.35, -0.33], [0.11, -0.20, 0.12], [0.05, 0.03, 0.01], [0.07, -0.09, -0.08], [0.21, 0.47, 0.06], [-0.15, -0.08, 0.10], [-0.87, 0.88, -0.56], [0.22, -0.06, 1.36], [0.08, -0.03, 0.09], [0.49, -0.22, 0.08], [0.04, 0.05, -0.21], [0.03, -0.07, -0.04], [-0.01, 0.00, 0.02], [-0.11, -0.03, 0.07], [-0.13, -0.19, 0.03], [0.14, 0.04, 0.09], [0.04, 0.06, 0.05], [0.20, -0.04, -0.10], [-0.17, 0.63, 0.51], [0.18, 0.02, -0.19], [0.07, 0.00, 0.08], [-0.30, -0.05, -0.09], [0.12, 0.02, -0.16], [0.02, 0.19, 0.03], [-0.11, 0.34, 0.05], [0.23, -0.18, -0.10], [-0.08, -0.05, -0.14], [-0.03, -0.03, 0.00], [-0.04, -0.32, -0.25], [0.02, 0.04, 0.03], [0.31, 0.35, -0.27], [-0.07, -0.07, -0.01], [0.00, 0.03, 0.03], [-0.01, 0.01, 0.01], [-0.03, -0.05, -0.07], [-0.09, -0.02, 0.04], [-0.13, 0.17, -0.06], [0.01, 0.00, 0.02], [-0.02, 0.01, 0.03], [0.03, -0.02, 0.02], [-0.04, 0.06, 0.06], [-0.06, 0.07, -0.02], [0.02, 0.03, 0.01], [-0.16, -0.08, -0.02], [0.03, 0.04, -0.02], [0.03, 0.07, 0.08], [-0.04, 0.05, -0.03], [-0.06, -0.03, -0.09], [0.11, -0.10, 0.05], [-0.03, 0.01, -0.04], [-0.01, 0.07, 0.09], [0.06, 0.00, -0.05], [0.00, -0.01, -0.01], [-0.01, -0.02, 0.00], [0.03, 0.13, -0.08], [0.07, -0.09, 0.02], [-0.06, 0.03, -0.02], [-0.02, -0.03, 0.05], [0.02, -0.04, -0.02], [0.03, 0.03, -0.06], [0.14, -0.02, 0.10], [-0.04, -0.03, 0.01], [0.06, -0.04, -0.03], [0.02, -0.04, 0.01], [0.02, 0.01, 0.03], [-0.02, 0.01, 0.02], [-0.04, -0.02, -0.02]],
  "lowdin_charge": [0.2923, 1.1893, 0.2546, 0.2305, 0.2360, 0.0430, 0.6625, -0.8691, 0.2881, 0.0865, 0.0098, -0.1551, -0.3559, -0.0818, -0.1127, -0.0151, -0.1551, -0.1238, -0.2439, -0.3653, -0.2342, -0.0749, -0.1440, -0.1264, -0.0290, -0.2733, -0.1119, -0.0748, -0.0623, -0.2153, -0.0762, -0.3648, -0.0709, -0.0833, -0.0765, -0.0661, -0.1132, -0.8263, 0.1117, 0.1043, 0.1055, 0.0844, -0.0129, 0.1008, 0.0189, 0.1061, 0.0967, 0.1138, 0.0216, 0.0326, 0.0631, -0.0014, 0.0288, 0.0919, 0.1045, -0.0250, 0.0339, 0.1123, 0.0377, 0.0910, 0.1105, 0.0579, 0.1131, 0.1055, 0.0983, 0.1038, 0.1018, 0.0973]
}